{"formula": "C60H90N6O24", "method": "wB97M-V/def2-TZVPD", "total_charge": 0, "de_lowest_ev": 7.254, "e_tot_ev": -121729.228, "smiles": "O=[N+]([O-])c1ccccc1.O=[N+]([O-])c1ccccc1.O=[N+]([O-])c1ccccc1.O=[N+]([O-])c1ccccc1.O=[N+]([O-])c1ccccc1.O=[N+]([O-])c1ccccc1.COCCOC.COCCOC.COCCOC.COCCOC.COCCOC.COCCOC", "homo_lumo_gap_ev": 7.89, "elements": ["C", "C", "C", "C", "C", "C", "N", "O", "O", "H", "H", "H", "H", "H", "C", "C", "C", "C", "C", "C", "N", "O", "O", "H", "H", "H", "H", "H", "C", "C", "C", "C", "C", "C", "N", "O", "O", "H", "H", "H", "H", "H", "C", "C", "C", "C", "C", "C", "N", "O", "O", "H", "H", "H", "H", "H", "C", "C", "C", "C", "C", "C", "N", "O", "O", "H", "H", "H", "H", "H", "C", "C", "C", "C", "C", "C", "N", "O", "O", "H", "H", "H", "H", "H", "C", "O", "C", "C", "O", "C", "H", "H", "H", "H", "H", "H", "H", "H", "H", "H", "C", "O", "C", "C", "O", "C", "H", "H", "H", "H", "H", "H", "H", "H", "H", "H", "C", "O", "C", "C", "O", "C", "H", "H", "H", "H", "H", "H", "H", "H", "H", "H", "C", "O", "C", "C", "O", "C", "H", "H", "H", "H", "H", "H", "H", "H", "H", "H", "C", "O", "C", "C", "O", "C", "H", "H", "H", "H", "H", "H", "H", "H", "H", "H", "C", "O", "C", "C", "O", "C", "H", "H", "H", "H", "H", "H", "H", "H", "H", "H"], "xyz": [[1.81960, -1.82073, 4.42953], [0.44103, -1.95936, 4.56038], [-0.07062, -2.15151, 5.85831], [0.80250, -2.25296, 6.97807], [2.20286, -2.27319, 6.73092], [2.72382, -2.02629, 5.48280], [0.40474, -2.49812, 8.33197], [1.18950, -2.48280, 9.22693], [-0.73759, -2.53442, 8.64125], [2.28580, -1.62557, 3.47508], [-0.29315, -1.84806, 3.77617], [-1.13844, -2.27645, 5.96098], [2.92184, -2.45054, 7.51706], [3.78916, -2.01442, 5.30587], [-3.41551, 0.03164, -1.23031], [-3.80699, 1.02673, -2.16745], [-5.11792, 1.14048, -2.37057], [-6.14339, 0.34934, -1.88729], [-5.70641, -0.62814, -0.99933], [-4.40458, -0.63141, -0.52480], [-7.60531, 0.62194, -2.08378], [-8.35593, -0.27576, -1.78427], [-8.01156, 1.53363, -2.74955], [-2.40160, -0.26885, -1.01098], [-3.00280, 1.65874, -2.51420], [-5.32946, 1.95902, -3.04262], [-6.44077, -1.19478, -0.44613], [-4.15370, -1.34510, 0.24599], [3.44688, -1.60488, -3.71477], [4.45876, -1.71477, -2.75398], [5.73304, -1.98019, -3.15838], [5.99571, -1.99142, -4.54298], [4.98586, -1.74823, -5.52714], [3.68928, -1.59895, -5.08971], [7.37282, -2.05794, -4.97425], [8.17395, -2.63689, -4.27855], [7.74818, -1.49741, -5.96610], [2.43014, -1.52530, -3.35938], [4.11678, -1.58808, -1.73742], [6.45799, -1.85493, -2.36771], [5.14786, -1.75360, -6.59491], [2.86162, -1.48845, -5.77467], [-6.43374, 2.77370, 1.67083], [-5.36250, 2.66305, 2.49799], [-4.08572, 3.22066, 2.09405], [-3.85864, 3.58108, 0.73121], [-5.01185, 3.66869, -0.11517], [-6.25852, 3.16293, 0.33582], [-2.57649, 4.06118, 0.20609], [-1.86957, 4.62484, 1.03834], [-2.29249, 3.89228, -0.90263], [-7.42165, 2.45864, 1.97278], [-5.54410, 2.37726, 3.52353], [-3.33744, 3.05344, 2.85464], [-4.85264, 3.93109, -1.15063], [-7.07977, 3.20948, -0.36402], [3.11656, -6.18454, -5.27164], [2.14278, -6.21707, -4.28191], [2.46559, -5.69307, -3.03252], [3.74322, -5.24178, -2.65281], [4.75098, -5.30998, -3.64047], [4.44115, -5.62988, -4.95625], [3.92549, -4.59568, -1.32574], [3.01371, -4.49452, -0.53971], [5.04408, -4.16791, -1.10653], [3.01192, -6.70278, -6.21337], [1.13294, -6.58690, -4.38118], [1.72434, -5.58293, -2.25482], [5.73447, -4.92774, -3.41015], [5.25867, -5.61304, -5.66178], [-6.70260, -4.16827, 1.89752], [-7.07274, -2.94822, 2.34450], [-6.02407, -2.13384, 2.92092], [-4.68926, -2.62764, 3.06778], [-4.36606, -3.93189, 2.60596], [-5.37588, -4.63564, 2.01193], [-3.62989, -1.66453, 3.40991], [-3.96968, -0.48705, 3.62305], [-2.46575, -2.06687, 3.40887], [-7.43709, -4.89573, 1.58490], [-8.10237, -2.62269, 2.32741], [-6.29685, -1.11875, 3.16906], [-3.36568, -4.33098, 2.52610], [-5.20552, -5.59187, 1.53971], [1.05728, 1.57739, -3.63509], [1.09299, 3.01259, -3.91352], [-0.17431, 3.57594, -4.01836], [-0.16701, 5.07246, -4.27353], [0.17245, 5.24928, -5.61348], [0.64703, 6.48745, -6.04203], [2.06286, 1.16889, -3.53491], [0.43022, 1.00868, -4.32171], [0.71489, 1.30550, -2.63662], [-0.76826, 3.34517, -3.13402], [-0.75931, 3.06871, -4.78555], [0.49687, 5.52225, -3.53524], [-1.15897, 5.44809, -4.02249], [-0.18266, 7.19313, -6.00042], [1.13290, 6.44655, -7.01689], [1.42605, 6.91850, -5.41320], [-1.15510, -3.29537, -6.74528], [-0.36266, -3.06887, -5.53791], [-1.10178, -3.11856, -4.31395], [-1.22790, -4.58090, -3.66218], [-1.00417, -4.53144, -2.18330], [-0.78149, -5.67367, -1.32676], [-2.13293, -3.77009, -6.66407], [-0.49116, -4.05143, -7.16439], [-1.19088, -2.52325, -7.51381], [-2.09917, -2.72664, -4.51321], [-0.56208, -2.34919, -3.76178], [-0.65445, -5.40826, -4.08018], [-2.26253, -4.92116, -3.61905], [-0.28995, -6.50934, -1.82491], [-1.70011, -6.07541, -0.89916], [-0.15306, -5.33720, -0.50216], [2.69086, 3.52624, 3.26815], [2.28338, 4.75526, 3.62656], [1.73840, 5.54911, 2.60164], [2.63432, 6.02989, 1.40663], [2.96126, 4.94611, 0.45909], [1.84802, 4.35227, -0.17771], [3.38505, 3.47510, 2.42936], [1.80813, 2.96854, 2.95533], [3.19799, 2.96728, 4.05459], [1.49259, 6.49634, 3.08167], [0.77325, 5.12292, 2.32787], [3.67935, 6.30449, 1.55026], [2.04978, 6.78314, 0.87841], [1.05631, 3.88450, 0.40750], [2.11460, 3.63504, -0.95399], [1.35637, 5.10485, -0.79416], [7.44266, 1.92198, -3.55214], [6.14699, 1.77147, -3.95997], [5.15945, 2.22941, -3.01817], [5.16872, 1.86840, -1.52528], [6.09056, 2.60655, -0.69059], [5.90172, 2.48663, 0.71407], [7.69159, 2.90449, -3.15113], [8.23660, 1.64186, -4.24445], [7.56025, 1.30059, -2.66436], [4.19589, 1.84501, -3.35266], [5.24721, 3.31277, -3.10010], [5.45751, 0.81897, -1.46699], [4.13578, 1.95152, -1.18731], [4.85371, 2.48824, 1.01369], [6.34736, 3.32247, 1.25339], [6.31155, 1.57279, 1.14424], [-1.66159, 0.71568, 1.52372], [-0.59193, 0.84804, 0.55326], [0.63811, 0.40916, 1.00164], [1.54448, 0.01184, -0.16930], [0.96092, -0.83484, -1.11245], [0.92547, -2.26472, -0.74855], [-1.31313, 1.18859, 2.44188], [-1.87645, -0.33366, 1.72575], [-2.49588, 1.31393, 1.15743], [0.39936, -0.48665, 1.57489], [1.12170, 1.12773, 1.66337], [2.52095, -0.39296, 0.09667], [1.69883, 0.91617, -0.75792], [-0.12885, -2.50675, -0.61466], [1.46063, -2.71604, 0.08692], [1.27247, -2.90128, -1.56248], [-3.08661, 2.04705, 5.43628], [-3.38966, 0.89441, 6.19591], [-2.45671, 0.59237, 7.30992], [-3.33039, 0.20032, 8.53221], [-4.07422, 1.36273, 8.92341], [-3.34715, 2.31270, 9.75259], [-2.17340, 1.97236, 4.84588], [-3.12793, 2.89249, 6.12302], [-3.93458, 2.13161, 4.75665], [-1.61374, 1.17909, 7.67496], [-1.93578, -0.33181, 7.05966], [-2.49789, -0.09347, 9.17153], [-3.87856, -0.71370, 8.30377], [-2.42831, 2.69299, 9.30626], [-2.97481, 1.95203, 10.71144], [-3.97800, 3.18139, 9.94106]], "atomic_forces_ev_per_a": [[0.61, -0.31, -0.49], [0.34, 0.36, 1.73], [0.53, -0.32, 0.80], [1.71, -0.59, -2.98], [-0.36, 0.25, 0.70], [-1.48, 0.07, -0.47], [-0.34, 1.27, 1.00], [3.73, -0.36, 0.78], [-4.31, -0.51, -1.28], [-0.29, 0.07, -0.35], [0.37, -0.02, -0.23], [-0.06, 0.12, 0.29], [-0.36, -0.01, 0.38], [-0.02, 0.04, 0.04], [-0.34, 0.32, 0.05], [2.89, -2.50, 2.51], [-2.51, 2.68, -2.62], [1.24, -0.15, 1.25], [-1.71, 0.86, 1.48], [0.18, -1.11, -1.31], [0.34, -1.95, -1.84], [-0.06, -1.00, 1.52], [0.99, 2.06, -0.12], [0.36, 0.68, -0.03], [-0.45, 0.24, -0.62], [-0.78, 0.18, -0.11], [-0.16, -0.28, -0.19], [0.11, -0.06, 0.08], [-0.23, -0.04, 0.07], [-2.16, -0.06, -1.10], [0.69, 1.17, -0.57], [-1.46, 0.72, -0.37], [0.88, -0.67, 1.04], [-0.04, -0.19, 1.02], [1.33, -0.07, 0.36], [-0.03, -1.03, 1.42], [-0.88, 0.91, -1.69], [-0.20, 0.23, 0.02], [0.54, -0.15, 0.29], [0.73, -0.73, -0.46], [0.63, 0.05, 0.09], [0.04, 0.02, -0.10], [-0.67, -0.57, -1.78], [1.89, 2.15, -0.16], [-0.93, -1.83, -0.64], [-3.20, 0.16, 1.14], [0.63, -1.77, 1.00], [1.38, 1.44, -0.16], [-0.50, 0.81, 5.16], [0.07, -0.10, -0.08], [0.68, -0.74, -4.43], [-0.06, -0.06, 0.17], [0.38, -0.18, 0.04], [0.59, 0.59, -0.38], [-0.16, 0.21, -0.04], [-0.18, -0.08, 0.07], [2.28, 0.42, 0.80], [0.92, 0.53, 0.32], [0.59, 0.81, 1.57], [-1.35, -0.77, -1.96], [-0.23, 1.39, 0.42], [-2.06, -1.61, 0.76], [1.36, -0.25, -0.60], [-0.70, -0.34, -0.18], [0.02, -0.14, -0.05], [-0.34, 0.37, -0.24], [0.13, -0.18, -0.49], [-0.32, -0.17, -0.09], [0.14, -0.11, 0.08], [-0.23, -0.06, -0.29], [0.55, -1.56, 0.36], [1.91, 1.54, 1.44], [0.01, -1.00, -0.56], [-1.88, 0.06, -1.14], [-0.09, 1.20, -0.29], [-1.05, -0.33, -0.47], [-0.11, 1.38, 0.36], [0.77, -2.07, -0.41], [-1.10, 0.29, 0.08], [-0.13, 0.15, -0.48], [0.09, 0.24, -0.07], [0.41, 0.04, 0.30], [0.14, 0.29, 0.48], [0.38, -0.16, 0.25], [0.12, 0.86, 0.63], [0.91, -1.67, 0.37], [-1.23, -0.42, 0.25], [0.12, -0.96, 0.52], [0.62, -0.58, -0.64], [-0.04, 0.92, 0.68], [0.25, 0.35, -0.97], [0.19, 0.15, -0.43], [-0.81, 0.67, 0.30], [0.06, 0.31, 0.66], [0.06, 0.06, -0.69], [0.55, 0.32, -0.26], [-0.36, 0.17, -0.24], [-0.03, 0.38, -0.49], [-0.60, -0.42, -0.18], [0.15, -0.22, 0.56], [2.03, -1.70, -0.15], [-1.69, 0.12, -0.52], [0.47, -0.55, -0.41], [-0.76, 0.09, 2.46], [0.88, 0.63, -0.30], [-0.23, 0.48, -1.09], [-0.08, 0.27, 0.74], [-0.45, -0.30, -0.82], [0.04, 0.76, 0.75], [-0.18, -0.12, 0.24], [-0.19, -0.63, 1.09], [0.45, 0.53, -0.40], [-0.28, 0.18, -1.06], [0.18, 0.01, -0.25], [-0.33, 0.16, -0.12], [0.06, 0.09, -0.10], [0.33, -2.54, -1.24], [0.54, 2.49, 0.93], [0.71, 1.31, 0.11], [-0.24, -2.96, -0.94], [-0.78, -0.35, 0.42], [-0.48, 0.67, -1.17], [0.10, 0.42, -0.25], [-0.19, -0.66, -0.10], [-0.29, 0.38, 0.50], [-0.13, 0.03, 0.28], [0.03, -0.12, -0.77], [-0.46, 0.75, 1.11], [0.09, 0.29, -0.03], [0.27, 0.04, 0.68], [0.80, -0.25, 0.33], [-0.39, 0.43, 0.07], [1.39, -0.12, 2.19], [-1.69, -0.75, -0.47], [0.76, 0.97, 0.04], [1.45, -0.65, 0.19], [-0.57, 0.24, -0.39], [-0.45, -0.21, -0.02], [-0.21, 0.61, -0.31], [-0.67, -0.12, -0.57], [0.54, -0.37, 0.22], [0.15, 0.25, -0.44], [-0.69, 0.32, 0.17], [-0.15, -0.45, 0.18], [-0.08, 0.28, 0.26], [-0.36, 0.10, -0.34], [0.24, 0.12, -0.48], [0.31, -0.29, -0.27], [1.55, 0.82, -0.43], [-1.55, 0.77, -0.67], [0.19, -1.68, 0.35], [-0.24, 1.10, -0.50], [0.18, -2.42, 0.41], [-1.18, 0.23, -0.78], [-0.13, -0.06, 0.37], [-0.22, -0.01, -0.13], [-0.05, -0.54, -0.08], [0.53, -0.43, 0.50], [0.24, 0.19, 0.05], [0.08, 0.18, 0.66], [0.34, 0.33, 0.15], [-0.04, -0.12, 0.05], [0.42, 1.25, 0.56], [-0.03, 0.51, -0.52], [-1.01, -0.33, 0.52], [2.08, -0.02, 1.29], [-2.02, -2.12, -0.40], [2.13, 1.56, -1.33], [0.51, -0.22, 1.33], [0.05, -0.33, -0.50], [0.27, 0.06, 0.17], [0.46, 0.42, -0.29], [0.17, 0.13, -0.08], [-0.50, 1.47, -0.81], [0.01, -0.27, -0.41], [-0.45, -0.02, 1.22], [-0.80, 0.61, 0.19], [-0.01, -0.03, -0.70], [-0.53, -0.68, 0.18], [-0.25, -0.29, -0.17]], "mulliken_charge": [-0.208, -0.501, 0.026, -0.380, -0.240, -0.892, 1.057, -0.614, -0.636, 0.452, 0.482, 0.612, 0.430, 0.440, -0.274, -0.955, 0.119, -0.286, -0.618, -0.420, 1.045, -0.619, -0.605, 0.584, 0.584, 0.448, 0.512, 0.491, -0.019, -0.412, -0.311, -0.251, -0.740, -0.914, 1.068, -0.643, -0.624, 0.440, 0.734, 0.502, 0.545, 0.585, -0.723, -0.548, -0.165, 0.451, -0.830, -0.234, 1.202, -0.641, -0.606, 0.420, 0.339, 0.356, 0.432, 0.497, -0.808, -0.212, 0.401, -0.317, -0.346, -0.489, 1.118, -0.670, -0.602, 0.451, 0.385, 0.068, 0.522, 0.511, -0.373, -0.746, 0.028, -0.129, -0.314, -0.625, 0.979, -0.321, -0.561, 0.419, 0.440, 0.438, 0.446, 0.365, -0.124, -0.347, 0.055, -0.781, -0.300, -0.807, -0.292, 0.532, 0.108, -0.002, 0.410, 0.332, 0.369, 0.316, 0.268, 0.319, -0.884, -0.356, 0.016, -0.398, -0.164, -0.937, 0.347, 0.305, 0.286, 0.439, -0.152, 0.227, 0.377, 0.356, 0.310, 0.278, 0.118, -0.468, -0.402, -0.487, -0.331, -0.324, -0.194, -0.088, 0.407, 0.340, 0.269, 0.319, 0.333, 0.133, -0.009, 0.348, -0.763, -0.352, -0.786, 0.506, -0.451, -0.404, 0.345, 0.306, 0.255, 0.079, 0.548, 0.275, -0.117, -0.102, 0.277, 0.346, -0.444, 0.279, 0.304, -0.507, 0.821, -1.047, 0.550, 0.193, -0.449, -0.049, -0.303, 0.528, -0.553, 0.208, 0.427, 0.021, -0.110, -0.278, -0.064, -0.618, -0.393, -0.763, 0.260, 0.395, -0.430, 0.502, -0.256, 0.414, 0.403, 0.308, 0.325, 0.297]}